Entry 1:
Below is a molecular structure, C11H11Cl8FO at a distorted geometry, with properties calculated with ωB97M-V/def2-TZVPD.

Summary:
- Energy: -116521.733 eV
- Kohn-Sham gap: 8.15 eV
- Highest occupied orbital energy: -0.3236 hartree
- Lowest unoccupied orbital energy: -0.7 eV

Atoms and positions in Å:
C  -1.358  -4.916  1.539
Cl  -2.765  -4.081  1.064
Cl  -1.048  -6.366  0.430
Cl  0.022  -3.641  1.479
Cl  -1.714  -5.443  3.253
C  -0.767  1.133  -3.381
Cl  0.880  1.448  -3.815
Cl  -0.817  -0.564  -2.879
Cl  -1.318  2.186  -2.085
Cl  -1.815  1.285  -4.776
C  -2.281  -1.964  -0.199
C  -1.704  -0.734  0.488
O  -2.262  -0.180  1.487
C  -0.453  -0.230  -0.226
H  -3.355  -1.835  -0.339
H  -2.129  -2.838  0.433
H  -1.817  -2.073  -1.179
H  -0.489  0.142  -1.250
H  0.352  -0.932  -0.010
H  -0.070  0.636  0.315
F  1.953  0.714  -1.302
C  2.039  1.521  -0.269
C  1.255  1.266  0.877
C  1.325  2.182  1.931
C  2.105  3.315  1.874
C  2.879  3.612  0.741
C  2.852  2.685  -0.363
H  0.560  0.463  1.073
H  0.708  2.006  2.800
H  2.171  3.906  2.776
H  3.581  4.432  0.733
H  3.482  2.864  -1.221



Entry 2:
Below is a molecular structure, C11H11Co2N2O6 at a distorted geometry, with properties calculated with ωB97M-V/def2-TZVPD.

Summary:
- Charge: -1
- Energy: -102101.695 eV
- Kohn-Sham gap: 7.07 eV
- Highest occupied orbital energy: -0.1518 hartree
- Lowest unoccupied orbital energy: 2.9 eV

Atoms and positions in Å:
C  1.299  -0.452  3.275
N  -0.081  -0.901  3.123
C  -0.947  -0.492  4.224
N  -0.086  -2.337  3.085
H  1.286  0.618  3.500
H  1.818  -0.996  4.076
H  1.827  -0.608  2.330
H  -0.890  0.597  4.315
H  -1.977  -0.785  3.988
H  -0.644  -0.965  5.171
H  -1.056  -2.617  2.922
H  0.464  -2.603  2.267
O  2.268  -2.427  -3.335
C  1.633  -1.461  -3.337
Co  0.686  0.011  -3.356
C  1.953  1.144  -2.888
O  2.833  1.858  -2.663
C  0.532  0.115  -5.102
O  0.467  0.180  -6.253
C  -0.615  -0.548  -1.995
C  -0.546  -0.071  -0.696
C  -0.298  -0.326  0.608
Co  -0.981  1.211  -1.861
C  0.121  2.371  -1.108
O  0.827  3.132  -0.605
C  -2.488  1.797  -1.106
O  -3.458  2.170  -0.601
C  -1.064  1.979  -3.523
O  -1.334  2.643  -4.433
H  -1.197  -1.427  -2.280
H  -0.581  0.426  1.352
H  0.230  -1.236  0.906



Entry 3:
Below is a molecular structure, C11H11F3N2O2S at a distorted geometry, with properties calculated with ωB97M-V/def2-TZVPD.

Summary:
- Energy: -37646.954 eV
- Kohn-Sham gap: 8.17 eV
- Highest occupied orbital energy: -0.3390 hartree
- Lowest unoccupied orbital energy: -1.1 eV

Atoms and positions in Å:
F  3.270  -0.103  2.206
C  2.581  1.080  2.030
F  2.820  1.569  0.741
F  3.078  1.944  2.984
C  1.020  0.886  2.132
C  0.194  2.070  2.097
C  -1.323  2.038  2.162
C  -1.993  0.743  2.242
C  -1.139  -0.502  2.271
N  -1.593  -1.807  2.323
S  -0.276  -2.821  2.312
N  0.989  -1.716  2.264
C  0.387  -0.486  2.223
H  0.659  3.088  2.007
H  -1.898  3.000  2.119
H  -3.106  0.653  2.288
O  0.548  -2.678  -0.684
C  0.315  -1.724  -1.381
O  -0.951  -1.289  -1.520
C  -1.312  -0.056  -2.154
C  -1.444  -0.230  -3.653
C  1.408  -1.063  -2.177
H  -0.617  0.742  -1.884
H  -2.280  0.226  -1.738
H  -0.498  -0.525  -4.109
H  -1.777  0.699  -4.120
H  -2.165  -1.017  -3.882
H  1.545  -1.604  -3.115
H  2.331  -1.109  -1.599
H  1.228  -0.010  -2.383



Entry 4:
Below is 2 unconnected molecules or ions with the total composition C11H11F4NO2 at a distorted geometry, with properties calculated with ωB97M-V/def2-TZVPD.

Summary:
- Energy: -28037.853 eV
- Kohn-Sham gap: 5.84 eV
- Highest occupied orbital energy: -0.3124 hartree
- Lowest unoccupied orbital energy: -2.7 eV

Atoms and positions in Å:
O  -0.060  -3.199  2.472
C  -0.056  -1.990  2.454
C  -1.307  -1.244  2.444
F  -2.466  -1.916  2.499
C  -1.301  0.098  2.366
F  -2.452  0.785  2.414
C  -0.045  0.826  2.247
O  -0.033  2.015  2.036
C  1.205  0.089  2.366
F  2.361  0.768  2.412
C  1.200  -1.254  2.445
F  2.355  -1.933  2.503
C  1.446  1.869  -2.836
C  0.109  1.913  -2.104
C  -1.069  2.280  -3.047
C  -1.993  3.196  -2.230
C  -1.112  3.778  -1.119
N  0.106  2.940  -1.014
H  1.420  1.169  -3.675
H  1.708  2.852  -3.230
H  2.250  1.561  -2.166
H  -0.093  0.931  -1.649
H  -0.693  2.804  -3.934
H  -1.593  1.385  -3.409
H  -2.435  3.984  -2.853
H  -2.832  2.627  -1.809
H  -0.809  4.802  -1.359
H  -1.647  3.815  -0.162
H  0.164  2.523  -0.068



Entry 5:
Below is C11H11NO in the gas phase at a distorted geometry, with properties calculated with ωB97M-V/def2-TZVPD.

Summary:
- Energy: -15119.057 eV
- Kohn-Sham gap: 8.67 eV
- Highest occupied orbital energy: -0.2939 hartree
- Lowest unoccupied orbital energy: 0.7 eV

Atoms and positions in Å:
O  0.394  -0.491  -3.715
C  0.238  -0.321  -2.525
C  -0.265  -1.389  -1.624
C  -0.458  -0.973  -0.199
C  0.497  -1.345  0.715
C  0.747  -0.541  1.918
C  -0.394  0.524  2.173
C  -1.609  0.474  1.358
C  -1.584  -0.243  0.227
C  0.978  0.913  1.621
C  1.210  0.970  0.152
C  0.351  1.412  -0.742
N  0.367  0.960  -2.047
H  -1.147  -1.747  -2.255
H  0.328  -2.226  -1.510
H  1.011  -2.262  0.437
H  1.429  -0.957  2.636
H  -0.513  0.604  3.207
H  -2.626  0.757  1.716
H  -2.437  -0.012  -0.380
H  1.560  1.666  2.103
H  1.842  0.229  -0.191
H  -0.273  2.238  -0.424
H  0.351  1.760  -2.652



Entry 6:
Below is C11H11NO2 in the gas phase at a distorted geometry, with properties calculated with ωB97M-V/def2-TZVPD.

Summary:
- Energy: -17166.576 eV
- Kohn-Sham gap: 7.84 eV
- Highest occupied orbital energy: -0.3313 hartree
- Lowest unoccupied orbital energy: -1.2 eV

Atoms and positions in Å:
C  -2.192  0.410  -2.108
C  -1.299  0.399  -0.891
C  -1.673  0.871  0.355
N  -2.689  1.715  0.656
O  -3.603  2.001  -0.191
O  -2.653  2.270  1.779
C  -0.468  0.697  1.310
C  0.520  -0.025  0.408
C  1.718  -0.615  0.813
C  2.320  -0.424  2.218
C  2.388  -1.398  -0.137
C  1.832  -1.566  -1.399
C  0.649  -1.011  -1.735
C  -0.078  -0.258  -0.839
H  -1.637  0.919  -3.014
H  -3.060  1.125  -1.796
H  -2.551  -0.535  -2.368
H  -0.686  0.167  2.219
H  -0.060  1.699  1.744
H  1.792  0.446  2.715
H  2.135  -1.442  2.673
H  3.335  -0.226  2.237
H  3.278  -1.891  0.281
H  2.363  -2.130  -2.126
H  0.321  -1.200  -2.805



Entry 7:
Below is C11H11NO5 in the gas phase at a distorted geometry, with properties calculated with ωB97M-V/def2-TZVPD.

Summary:
- Energy: -23312.424 eV
- Kohn-Sham gap: 10.31 eV
- Highest occupied orbital energy: -0.3614 hartree
- Lowest unoccupied orbital energy: 0.5 eV

Atoms and positions in Å:
C  3.122  -1.559  -1.606
C  1.605  -1.604  -1.744
O  1.054  -1.127  -2.751
N  0.837  -1.877  -0.621
C  -0.566  -1.542  -0.527
C  -0.864  -0.083  -0.203
C  -1.048  0.819  -1.378
C  -1.868  1.805  -0.915
C  -2.158  1.478  0.521
O  -2.114  0.050  0.462
C  -0.857  1.747  1.292
C  -0.994  1.461  2.766
O  -1.765  2.148  3.460
O  -0.228  0.472  3.208
C  0.383  -0.067  2.155
O  1.224  -0.969  2.204
C  0.077  0.616  0.829
H  3.582  -0.928  -2.371
H  3.540  -2.565  -1.662
H  3.387  -1.114  -0.628
H  1.311  -2.053  0.252
H  -1.072  -2.167  0.204
H  -1.103  -1.798  -1.446
H  -0.605  0.713  -2.379
H  -2.240  2.603  -1.495
H  -3.122  1.855  0.973
H  -0.500  2.721  1.060
H  0.982  0.967  0.339



Entry 8:
Below is a gas-phase ion, C11H12BF3N2O5P (charge +1), with properties calculated with ωB97M-V/def2-TZVPD.

Summary:
- Charge: +1
- Energy: -42927.665 eV
- Kohn-Sham gap: 8.26 eV
- Highest occupied orbital energy: -0.5058 hartree
- Lowest unoccupied orbital energy: -5.5 eV

Atoms and positions in Å:
C  1.159  3.167  2.037
C  0.182  2.674  1.563
C  -1.042  2.079  1.061
C  -0.802  0.935  0.117
C  -0.553  -0.368  0.510
C  -0.391  -0.682  1.978
C  0.949  -1.318  2.391
C  2.181  -0.765  1.721
F  2.175  0.580  1.688
F  2.313  -1.181  0.437
F  3.278  -1.159  2.367
C  -0.464  -1.367  -0.461
B  -0.307  -2.932  -0.118
O  -1.190  -3.544  0.714
O  0.672  -3.678  -0.657
C  -0.562  -1.021  -1.801
C  -0.766  0.278  -2.178
P  -0.987  0.601  -3.979
O  -1.983  -0.341  -4.513
N  -0.879  1.201  -1.208
O  -1.105  2.484  -1.607
N  0.341  3.340  -1.545
O  0.911  3.164  -2.482
H  2.030  3.587  2.471
H  -1.645  1.720  1.888
H  -1.634  2.838  0.568
H  -0.530  0.221  2.555
H  -1.182  -1.362  2.273
H  0.935  -2.389  2.216
H  1.085  -1.162  3.454
H  -1.962  -2.999  0.892
H  1.276  -3.196  -1.227
H  -0.510  -1.774  -2.570
H  0.314  0.415  -4.468
H  -1.306  1.954  -4.086